Arrangement i

Density functional theory data (ωB97M-V/def2-TZVPD) for the ion C10H14N3 with charge +1.

Element x y z (Å)
N -0.82512 1.52674 -2.05716
N 2.43292 -2.80865 2.62699
N 2.16313 -1.31235 0.91053
C 1.15429 -2.98749 2.75813
C -1.64447 0.64408 -2.50775
C 0.80769 -1.53650 0.95993
C -0.31327 1.50962 -0.71347
C 0.20940 -2.23406 1.95266
C -0.70877 0.34376 0.17894
C 0.16807 -0.72356 -0.09142
C -1.56388 0.50384 1.35428
C -0.27985 2.68510 -2.95328
C 2.87496 -1.79357 1.93062
H 0.68182 -0.73592 -1.11791
H 0.67554 1.54563 -0.78347
H -1.73080 -0.33326 -2.04354
H -0.30632 3.55422 -2.23136
H -0.75557 2.44884 -0.42313
H -1.02188 2.71362 -3.68282
H -1.08803 1.25164 2.10168
H -2.53988 0.92708 1.24732
H -1.40115 -0.42495 1.94008
H -1.84693 0.58498 -3.60444
H 0.83397 2.74092 -3.33419
H -0.84562 -2.53762 2.19951
H 0.82837 -3.86633 3.42562
H 4.04136 -1.68582 1.95766

Results
* LUMO level: -0.1773 hartree
* HOMO energy: -12.155 eV
* charge: +1
* HOMO-LUMO gap: 7.330 eV
* SMILES: C=[N+](C)C/C(C)=C/c1ccncn1


Arrangement ii

Density functional theory data (ωB97M-V/def2-TZVPD) for a structure of composition C10H14N3.

Element x y z (Å)
N -0.55848 -1.89365 1.28608
N -2.78521 0.42227 0.23544
N -5.16038 0.37062 -0.32432
C 0.45961 1.80282 0.18322
C -0.71621 -0.94650 0.22501
C 2.92718 1.45523 0.35926
C 2.62329 -1.08339 -0.73993
C 1.58991 1.00111 0.15624
C 1.50855 -0.32183 -0.47646
C 4.01064 0.57490 0.23107
C 0.22614 -0.83757 -0.93729
C 3.84564 -0.79420 -0.19514
C -1.86688 -0.27300 0.19901
H 5.00736 1.04952 0.53425
H -5.50355 1.18430 -0.91299
H 0.19602 -1.91113 -1.23507
H 0.33760 -1.83104 1.71954
H -1.27352 -2.00097 1.97708
H -5.59600 0.67625 0.54737
H 2.62848 -2.08539 -1.21889
H -0.54812 1.57058 -0.20597
H 4.74506 -1.38242 -0.19788
H 0.60638 2.73517 0.58123
H -3.83719 0.53430 -0.05752
H -0.12380 -0.21597 -1.63919
H 2.94255 2.55306 0.63702
H -5.68508 -0.35309 -0.73119

Results
* LUMO level (alpha / beta): -0.1866 / -0.1362 hartree
* HOMO energy (alpha / beta): -10.299 / -11.908 eV
* charge: +1
* HOMO-LUMO gap (alpha / beta): 5.221 / 8.201 eV


Last place for stability: arrangement i


Arrangement i

Density functional theory data (ωB97M-V/def2-TZVPD) for the molecule C21H22N2O5.

Element x y z (Å)
O -0.92242 0.18998 -1.18580
O -1.18454 -5.16047 -5.26719
O 1.54098 3.90137 3.42341
O 2.17678 -0.09649 3.95283
O -0.53233 3.32043 2.80958
N 1.01703 0.47221 -2.25967
N 0.05602 0.67913 3.95424
C -0.26041 0.33156 -2.36252
C 1.27864 0.42710 -0.91039
C -1.11881 -1.18703 -4.06389
C 2.36959 0.43001 1.18140
C -0.04894 0.18477 1.13477
C 0.28410 3.53966 3.67089
C -2.39472 -3.18994 -4.48499
C 0.02320 3.45134 5.15812
C 0.03931 -1.86710 -4.42875
C 1.92644 3.99888 2.05831
C -2.38116 -5.89712 -5.32786
C -2.32539 -1.86342 -4.08817
C -1.23786 -3.86291 -4.85795
C 1.19049 0.26259 3.33745
C 0.70485 2.22562 5.78026
C 0.03542 0.90518 5.38096
C 0.04946 0.25383 -0.23915
C 2.46316 0.51004 -0.19134
C -0.01652 -3.18542 -4.82148
C 1.14198 0.28580 1.84490
C -1.03361 0.25833 -3.62732
H -3.09162 -5.45350 -6.03315
H 0.58125 0.08125 5.84823
H 0.98633 -1.34980 -4.39402
H -2.03230 0.66351 -3.46315
H 2.03522 3.00234 1.62410
H 0.87418 -3.72139 -5.10818
H -1.05493 3.41044 5.32087
H -0.51128 0.84571 -4.38355
H -0.64742 1.14876 3.40591
H -2.85174 -5.98298 -4.34297
H -1.00307 0.03432 1.61311
H 3.40859 0.62841 -0.69426
H 3.25811 0.47569 1.79402
H 2.87890 4.52220 2.04801
H 1.17405 4.55204 1.49291
H -3.35465 -3.68167 -4.49623
H -3.23446 -1.35562 -3.79920
H -1.00435 0.88730 5.71544
H 1.75068 2.19692 5.47166
H 0.67112 2.31399 6.86706
H 0.42588 4.35289 5.62114
H -2.09923 -6.88874 -5.67840

Results
* LUMO level: 0.0217 hartree
* HOMO energy: -8.479 eV
* charge: 0
* HOMO-LUMO gap: 9.069 eV
* SMILES: COC(=O)CCCNC(=O)c1ccc2nc(Cc3ccc(OC)cc3)oc2c1


Arrangement ii

Density functional theory data (ωB97M-V/def2-TZVPD) for the molecule C21H22N2O5.

Element x y z (Å)
O -3.83828 0.43099 2.42953
O 3.98517 -1.64471 -1.56432
O -0.56896 0.52679 -2.90310
O 3.81260 1.17359 2.19952
O -2.49413 -1.31943 2.87655
N 1.75709 -1.35546 -4.81064
N 2.46601 -1.07505 -3.72753
C 3.85022 -0.18737 0.31824
C -2.85236 -0.43233 2.13751
C -2.25597 -0.16868 0.81145
C 1.92395 1.67391 3.67312
C -0.70922 -0.85778 -0.90498
C 3.27196 0.89053 0.98910
C 3.40276 -0.58718 -0.92583
C 3.21621 2.15807 3.02294
C -5.98811 -1.63660 2.71688
C -2.64000 0.91716 0.02441
C 0.51627 -0.16779 -3.37679
C -4.55805 0.23237 3.64254
C -1.08217 0.23872 -1.67997
C 1.78258 -0.34686 -2.81222
C -5.97768 -0.25190 3.35290
C 1.79268 1.18251 -0.87424
C 0.56858 -0.81536 -4.61997
C -1.29103 -1.05038 0.32940
C 2.33373 0.08685 -1.54201
C -2.05753 1.12020 -1.20525
C 2.23965 1.58630 0.36756
H -0.20406 -0.89515 -5.35657
H -3.39202 1.59861 0.38919
H -4.57932 1.19989 4.15301
H 0.02398 -1.55834 -1.27344
H -7.00953 -1.96826 2.54698
H 3.96896 2.35560 3.79120
H 4.66299 -0.71138 0.80094
H -5.46940 -1.62070 1.76058
H 3.04916 3.08358 2.45878
H 1.77663 2.44107 0.83190
H -4.01983 -0.49757 4.25643
H -5.49012 -2.35627 3.36267
H -6.46444 0.46344 2.68708
H 3.40747 -1.41897 -3.62225
H 4.65326 -2.03465 -0.98719
H 1.53353 2.44660 4.32950
H 2.11814 0.77866 4.25818
H 1.17422 1.43498 2.92245
H -1.01083 -1.89359 0.94218
H -6.52578 -0.26985 4.29649
H -2.33905 1.95680 -1.82590
H 1.00560 1.74682 -1.34748

Results
* LUMO level: 0.0197 hartree
* HOMO energy: -7.980 eV
* charge: 0
* HOMO-LUMO gap: 8.516 eV
* SMILES: CCCOC(=O)c1ccc(Oc2cn[nH]c2-c2ccc(OCC)cc2O)cc1


Last place for stability: arrangement ii


Arrangement i

Density functional theory data (ωB97M-V/def2-TZVPD) for the molecule CH3IOS2.

Element x y z (Å)
I 2.32237 -1.01021 0.37030
S 0.81410 2.00733 0.96074
S 0.56572 0.50526 -0.19329
O 0.58198 0.77827 -1.61040
C -0.84641 -0.45393 0.15135
H -1.09587 -0.78482 -0.95828
H -0.76340 -1.26893 0.85385
H -1.57850 0.22702 0.42573

Results
* LUMO level: -0.0386 hartree
* HOMO energy: -9.258 eV
* charge: 0
* HOMO-LUMO gap: 8.206 eV
* SMILES: C[S@@](=O)(=S)I


Arrangement ii

Density functional theory data (ωB97M-V/def2-TZVPD) for a structure of composition CH3IOS2.

Element x y z (Å)
I -2.45070 0.57035 0.94248
S -2.04389 0.38600 -1.33918
S -0.19672 -1.53848 -1.16539
O 0.29680 -1.01560 0.32629
C 1.02032 0.18293 0.32136
H 1.82744 0.03942 -0.30615
H 0.33511 0.87099 -0.16343
H 1.21165 0.50438 1.38402

Results
* LUMO level: -0.0688 hartree
* HOMO energy: -8.805 eV
* charge: 0
* HOMO-LUMO gap: 6.932 eV


Last place for stability: arrangement ii


Arrangement i

Density functional theory data (ωB97M-V/def2-TZVPD) for a cluster of 2 separate species, C6H16 in total.

Element x y z (Å)
C 1.45022 2.02236 -1.26363
C -0.59384 -1.07888 0.26414
C -1.46363 -0.58647 -0.92823
C -0.94863 -0.29461 1.54648
C 1.96300 2.04378 0.17785
C -0.72513 -2.59042 0.31640
H -1.54074 -0.95956 2.17260
H 1.16389 3.02962 -1.51512
H -0.02758 -0.23228 2.13523
H -0.82054 -2.92926 1.35345
H 2.62532 2.88963 0.35125
H 1.12435 2.15987 0.87246
H 2.53714 1.16240 0.48176
H 0.66943 1.28075 -1.39626
H -1.15684 -1.10247 -1.83850
H 2.26138 1.73939 -1.94165
H 0.37598 -0.75720 -0.06245
H -2.50036 -0.87807 -0.70558
H 0.14318 -3.11871 -0.07917
H -1.57092 0.47669 -1.12790
H -1.63820 -2.97216 -0.13135
H -1.32748 0.69559 1.31821

Results
* LUMO level: 0.0402 hartree
* HOMO energy: -10.887 eV
* charge: 0
* HOMO-LUMO gap: 11.981 eV
* SMILES: CC(C)C.CC


Arrangement ii

Density functional theory data (ωB97M-V/def2-TZVPD) for a cluster of 2 separate species, C6H16 in total.

Element x y z (Å)
C 1.39585 -1.92457 -1.19735
C 0.59358 2.92533 1.39137
C 0.11130 -1.96293 -0.31414
C -0.28684 -0.50297 0.00836
C -0.99055 -2.55360 -1.23338
C -0.92212 2.90942 1.30420
H 1.00430 3.93312 1.46845
H -1.98843 -2.42223 -0.82630
H -1.34266 3.13675 2.28226
H 2.39080 -2.20686 -0.81800
H -0.99799 -0.03687 -0.67228
H 0.53536 0.21321 0.05446
H 0.33105 -2.57878 0.54202
H -1.32113 3.72870 0.69024
H 1.06346 2.67907 0.42822
H 1.59153 -0.89745 -1.50669
H -0.69381 -0.56295 1.02852
H -0.88309 -2.11133 -2.22425
H 1.36359 -2.55278 -2.09789
H -0.63817 -3.58132 -1.39384
H -1.38222 2.01695 0.89872
H 1.06618 2.35208 2.18729

Results
* LUMO level: 0.0409 hartree
* HOMO energy: -11.008 eV
* charge: 0
* HOMO-LUMO gap: 12.120 eV
* SMILES: CC(C)C.CC


Last place for stability: arrangement ii